Version A
Density functional theory data (ωB97M-V with the def2-TZVPD basis set) for a cluster of 8 separate species, H16O8 in total.

Structure (ORCA input):
```
! RIJCOSX wB97M-V def2-TZVPD def2/J DEFGRID3
* xyz 0 1
O 0.80310 -0.59429 0.46528
H 0.35800 0.16762 0.07752
H 0.17691 -1.31730 0.34634
O 4.89504 0.13083 -0.51049
H 5.59105 0.67678 -0.12773
H 5.12712 0.07566 -1.44434
O -0.98602 3.72541 -1.30113
H -1.85387 3.52951 -1.67186
H -1.11075 3.63181 -0.34999
O -4.41470 -0.66045 1.17043
H -4.74454 -0.79577 0.27495
H -3.50752 -0.36067 1.04340
O -3.64024 -1.75037 -0.71672
H -3.63654 -1.80668 -1.67891
H -2.71076 -1.82784 -0.47370
O 0.10882 3.12399 1.13745
H -0.24962 4.00031 1.31791
H -0.52617 2.52283 1.54290
O 2.19435 -1.58010 1.78918
H 2.18630 -0.69494 1.40785
H 2.82144 -2.06570 1.24151
O 0.66468 -2.77013 -1.06993
H 1.14643 -1.93602 -1.10407
H 1.30750 -3.42450 -1.36586
*
```

Values from the calculation:
orbital gap	9.9685	eV
HOMO energy	-10.0	eV
SMILES	O.O.O.O.O.O.O.O

---

Version B
Density functional theory data (ωB97M-V with the def2-TZVPD basis set) for a cluster of 8 separate species, H16O8 in total.

Structure (ORCA input):
```
! RIJCOSX wB97M-V def2-TZVPD def2/J DEFGRID3
* xyz 0 1
O -0.84033 0.90963 -0.71300
H -0.06829 0.56764 -1.17776
H -0.97476 0.28564 0.00919
O 2.54386 -2.37540 1.05278
H 2.84791 -3.16180 0.58575
H 2.79045 -1.64732 0.47134
O -2.53480 -1.28450 1.76505
H -2.73398 -1.68892 2.61697
H -3.40075 -1.12468 1.37315
O 3.37292 1.16956 -0.88658
H 3.02120 1.40692 -0.02116
H 2.85121 1.69473 -1.50383
O 2.02225 -2.20991 -1.41492
H 1.29175 -2.80962 -1.60386
H 1.59044 -1.39775 -1.12693
O -4.77434 -0.81707 -1.47231
H -4.27601 -0.68307 -0.65825
H -4.41281 -0.16137 -2.07922
O 0.43224 0.84720 1.41889
H 0.09619 -0.05580 1.39337
H 0.68146 1.03056 0.50606
O -0.16574 3.82877 0.22885
H 0.67901 4.10953 0.59841
H -0.43151 3.08908 0.78671
*
```

Values from the calculation:
orbital gap	10.5882	eV
HOMO energy	-10.8	eV
SMILES	O.O.O.O.O.O.O.O

---

Version C
Density functional theory data (ωB97M-V with the def2-TZVPD basis set) for a cluster of 8 separate species, H16O8 in total.

Structure (ORCA input):
```
! RIJCOSX wB97M-V def2-TZVPD def2/J DEFGRID3
* xyz 0 1
O 25.19600 11.02600 14.72600
H 24.31700 10.61900 14.64600
H 25.88100 10.47100 14.23000
O 29.20200 11.85000 14.57000
H 29.49300 10.99000 14.90600
H 29.81400 12.25100 13.98800
O 27.56400 6.77900 16.25000
H 27.51800 7.70800 16.56200
H 28.33000 6.28800 16.51900
O 27.40000 9.68200 13.47000
H 27.51200 10.24600 12.68400
H 27.20000 8.81500 13.21000
O 30.84400 7.26800 14.60800
H 31.11500 7.63400 13.77000
H 30.22600 6.65200 14.18900
O 29.10200 9.27200 15.56700
H 28.44500 9.35700 14.84000
H 29.77700 8.65300 15.25900
O 30.03000 5.70100 16.74500
H 30.40400 6.25900 16.10400
H 29.93300 6.27100 17.49800
O 27.87900 10.42600 17.71900
H 27.89400 11.37900 17.86200
H 28.42600 10.07300 16.99900
*
```

Values from the calculation:
orbital gap	9.9087	eV
HOMO energy	-10.4	eV
SMILES	O.O.O.O.O.O.O.O

---

Version D
Density functional theory data (ωB97M-V with the def2-TZVPD basis set) for a cluster of 8 separate species, H16O8 in total.

Structure (ORCA input):
```
! RIJCOSX wB97M-V def2-TZVPD def2/J DEFGRID3
* xyz 0 1
O 0.21078 0.33299 -0.22457
H -0.55468 -0.22155 -0.41311
H 0.92971 -0.08658 -0.71046
O -1.72597 -2.97873 -0.21395
H -2.24204 -3.67392 -0.63748
H -2.34366 -2.57132 0.40367
O -4.33104 1.25727 -1.90344
H -4.68308 0.41930 -1.58272
H -5.02645 1.59998 -2.47611
O 3.51684 0.92519 1.79455
H 3.67995 1.62975 2.43171
H 3.31316 0.15760 2.34072
O -4.38625 0.23332 2.25020
H -3.55291 0.38092 1.78895
H -4.41653 -0.72124 2.38010
O 4.05897 -1.64366 -1.47206
H 3.27092 -1.09206 -1.53286
H 4.00373 -2.03548 -0.59318
O 1.38896 -1.96767 0.18837
H 0.53307 -1.57864 -0.02399
H 1.84584 -1.27548 0.67940
O 1.56228 4.07838 -0.60233
H 1.79930 3.87793 0.31016
H 1.08709 3.29402 -0.89891
*
```

Values from the calculation:
orbital gap	10.8351	eV
HOMO energy	-11.2	eV
SMILES	O.O.O.O.O.O.O.O

---

Most stable structure: version C

---

Version A
Density functional theory data (ωB97M-V with the def2-TZVPD basis set) for a structure of composition C2H5N3O3.

Structure (ORCA input):
```
! RIJCOSX wB97M-V def2-TZVPD def2/J DEFGRID3
* xyz 0 1
C 1.03220 0.33947 0.94697
C -0.76208 -1.58625 -1.07491
H 2.13263 1.97808 3.30487
H 1.61959 -0.44569 1.44685
H -0.28660 1.12627 -0.18581
H 0.23897 -2.47592 -1.33006
H -2.32134 0.09391 -2.99059
N 1.26520 1.50564 1.53978
N 0.30136 0.21219 -0.21236
N -1.47297 -1.16936 -2.02889
O 2.18365 1.15874 2.67611
O -0.54482 -0.85493 0.12139
O -2.09622 0.11678 -2.11842
*
```

Values from the calculation:
orbital gap	9.8468	eV
HOMO energy	-9.4	eV

---

Version B
Density functional theory data (ωB97M-V with the def2-TZVPD basis set) for a cluster of 2 separate species, C2H5N3O3 in total.

Structure (ORCA input):
```
! RIJCOSX wB97M-V def2-TZVPD def2/J DEFGRID3
* xyz 0 1
C -0.65823 0.18226 -0.00794
C 1.96519 0.62291 -0.25648
H -2.69393 0.80309 0.82903
H -1.33017 -1.96632 -0.51028
H -0.48838 2.13685 0.09374
H 2.05020 -1.63689 0.13653
H 1.94796 1.86947 -0.47264
N -1.50294 -1.02147 0.08075
N -1.16953 1.45359 0.22623
N 0.72169 -0.26812 -0.16276
O -2.79816 -0.46058 -0.23543
O 0.98929 -1.64947 0.19900
O 2.96701 -0.06534 0.08028
*
```

Values from the calculation:
orbital gap	8.4293	eV
HOMO energy	-8.7	eV

---

Most stable structure: version A

---

Version A
Density functional theory data (ωB97M-V with the def2-TZVPD basis set) for a cluster of 2 separate species, C2H3N3O in total.

Structure (ORCA input):
```
! RIJCOSX wB97M-V def2-TZVPD def2/J DEFGRID3
* xyz 0 1
O 2.32649 0.14141 0.08934
C 1.15295 0.20196 0.68357
N 0.15612 0.88881 0.48911
N -1.07292 0.99722 0.26119
C -1.22083 -1.53640 -0.49018
N -0.10851 -1.84133 -0.55009
H 2.29606 0.54115 -0.79613
H -1.40015 1.86917 0.68715
H -2.24732 -1.24698 -0.43883
*
```

Values from the calculation:
orbital gap (alpha / beta)	9.0879 / 9.0886	eV
HOMO energy (alpha / beta)	-9.0 / -9.0	eV

---

Version B
Density functional theory data (ωB97M-V with the def2-TZVPD basis set) for an isolated molecule of C2H3N3O.

Structure (ORCA input):
```
! RIJCOSX wB97M-V def2-TZVPD def2/J DEFGRID3
* xyz 0 1
N 1.86113 0.16120 -0.15795
C 0.81836 0.43632 0.60260
N -0.31518 0.77537 0.14257
C -1.52457 0.36840 0.05373
N -1.93534 -0.96322 0.31850
O -1.09996 -1.81866 0.10902
H 1.77932 0.02816 -1.15914
H 2.75516 -0.03117 0.26223
H -2.33892 1.04359 -0.17157
*
```

Values from the calculation:
orbital gap (alpha / beta)	7.9784 / 7.9793	eV
HOMO energy (alpha / beta)	-8.8 / -8.8	eV

---

Most stable structure: version B

---

Version A
Density functional theory data (ωB97M-V with the def2-TZVPD basis set) for an isolated molecule of C2H3N3O.

Structure (ORCA input):
```
! RIJCOSX wB97M-V def2-TZVPD def2/J DEFGRID3
* xyz 0 1
O -1.98596 -0.26725 -0.20192
C -0.65984 -0.09777 -0.06506
C 0.05741 1.10030 -0.22603
N 1.34064 0.83712 -0.00312
N 1.35096 -0.44800 0.27168
N 0.17606 -1.07203 0.25032
H -2.18681 -1.19698 -0.02496
H -0.29595 2.08680 -0.48246
H 2.20334 -0.94170 0.48172
*
```

Values from the calculation:
orbital gap	10.3501	eV
HOMO energy	-9.4	eV
SMILES	Oc1cn[nH]n1

---

Version B
Density functional theory data (ωB97M-V with the def2-TZVPD basis set) for an isolated molecule of C2H3N3O.

Structure (ORCA input):
```
! RIJCOSX wB97M-V def2-TZVPD def2/J DEFGRID3
* xyz 0 1
O -1.08800 -0.60567 -1.53669
N -0.33911 -0.20663 -0.45678
C 0.71460 0.64077 -0.54145
N 1.19816 0.85654 0.64616
N 0.45220 0.12649 1.52356
C -0.46390 -0.52483 0.83538
H -1.86589 -1.11607 -1.21016
H 1.13085 1.00826 -1.47574
H -1.24392 -1.17724 1.22524
*
```

Values from the calculation:
orbital gap	10.3364	eV
HOMO energy	-10.1	eV
SMILES	On1cnnc1

---

Most stable structure: version A

---

Version A
Density functional theory data (ωB97M-V with the def2-TZVPD basis set) for an isolated molecule of C2H3N3O.

Structure (ORCA input):
```
! RIJCOSX wB97M-V def2-TZVPD def2/J DEFGRID3
* xyz 0 1
N 0.93480 -0.95786 0.01011
C 0.67777 0.36993 0.00077
O 1.54035 1.21676 0.00032
C -0.77264 0.74116 -0.00994
N -1.75641 -0.14181 -0.60307
N -1.76027 -0.11935 0.60928
H 0.21405 -1.65846 0.00605
H 1.89550 -1.25571 0.01499
H -0.97314 1.80536 -0.02850
*
```

Values from the calculation:
orbital gap	10.4443	eV
HOMO energy	-10.4	eV
SMILES	NC(=O)C1N=N1

---

Version B
Density functional theory data (ωB97M-V with the def2-TZVPD basis set) for a structure of composition C2H3N3O.

Structure (ORCA input):
```
! RIJCOSX wB97M-V def2-TZVPD def2/J DEFGRID3
* xyz 0 1
O 0.83694 0.49279 1.88695
C 0.31661 0.15387 0.77020
N -0.38688 -0.84731 0.19618
C -0.56794 -0.42635 -1.12321
N -0.02288 0.73265 -1.33998
N 0.52784 1.08060 -0.13783
H -0.70641 -1.69942 0.62621
H -1.10153 -1.01165 -1.85934
H 1.10425 1.52480 0.98082
*
```

Values from the calculation:
orbital gap	9.7660	eV
HOMO energy	-9.2	eV

---

Most stable structure: version A

---

Version A
Density functional theory data (ωB97M-V with the def2-TZVPD basis set) for an isolated molecule of C2H3N3O.

Structure (ORCA input):
```
! RIJCOSX wB97M-V def2-TZVPD def2/J DEFGRID3
* xyz 0 1
O 1.57593 1.29042 1.10217
C 0.76481 0.75358 0.48774
N -0.41824 0.91813 -0.10755
C -0.97773 -0.28942 -0.58443
N -0.27869 -1.34159 -0.33342
N 0.81219 -1.05190 0.33028
H -1.07941 1.69291 -0.02271
H -2.01139 -0.31657 -1.02386
H 1.61254 -1.65555 0.15179
*
```

Values from the calculation:
orbital gap	9.0507	eV
HOMO energy	-8.4	eV
SMILES	O=c1[nH]cn[nH]1

---

Version B
Density functional theory data (ωB97M-V with the def2-TZVPD basis set) for an isolated molecule of C2H3N3O.

Structure (ORCA input):
```
! RIJCOSX wB97M-V def2-TZVPD def2/J DEFGRID3
* xyz 0 1
C 1.34868 -0.32498 -0.06514
N 0.37777 -1.11423 -0.10220
N -0.79294 -0.62371 0.41484
C -0.95232 0.71719 -0.06979
N -0.03836 1.54916 -0.06846
O 1.23001 0.94227 0.37068
H 2.35720 -0.66168 -0.32298
H -1.50042 -1.39521 0.15784
H -2.02962 0.91120 -0.31480
*
```

Values from the calculation:
orbital gap	9.8951	eV
HOMO energy	-9.1	eV
SMILES	C1=NNC=NO1

---

Most stable structure: version A

---

Version A
Density functional theory data (ωB97M-V with the def2-TZVPD basis set) for an isolated molecule of C2H3N3O.

Structure (ORCA input):
```
! RIJCOSX wB97M-V def2-TZVPD def2/J DEFGRID3
* xyz 0 1
C -1.41630 -0.12175 0.12058
C 0.43579 -0.03374 0.00839
N -0.06034 -0.92031 0.66226
O 2.69924 -0.34389 0.17040
N 2.42625 0.61028 -0.51247
N 1.04942 0.85624 -0.65230
H -1.54084 0.88933 0.52217
H -1.56493 -0.14520 -0.96451
H -2.06184 -0.82466 0.61678
*
```

Values from the calculation:
orbital gap	9.9678	eV
HOMO energy	-9.9	eV

---

Version B
Density functional theory data (ωB97M-V with the def2-TZVPD basis set) for an isolated molecule of C2H3N3O.

Structure (ORCA input):
```
! RIJCOSX wB97M-V def2-TZVPD def2/J DEFGRID3
* xyz 0 1
O -1.94632 -0.24158 -0.32479
C -0.64294 -0.16292 -0.04622
C 0.13044 1.03043 -0.09475
N 1.30994 0.75942 0.36520
N 1.33836 -0.61856 0.60315
N 0.10872 -1.16898 0.31445
H -2.21947 -1.15861 -0.17482
H -0.11720 2.01306 -0.45356
H 2.03847 -0.45226 -0.18866
*
```

Values from the calculation:
orbital gap	10.9142	eV
HOMO energy	-10.2	eV
SMILES	Oc1cn[nH]n1

---

Most stable structure: version B

---

Version A
Density functional theory data (ωB97M-V with the def2-TZVPD basis set) for a structure of composition C2H3N3O.

Structure (ORCA input):
```
! RIJCOSX wB97M-V def2-TZVPD def2/J DEFGRID3
* xyz 0 1
C 0.37413 -0.02231 -0.05289
C -1.62777 0.42330 -0.00982
H 2.15461 -0.99770 0.17937
H 2.21374 0.76001 -0.04013
H -2.52313 1.00027 0.08675
N 1.71024 -0.10071 -0.02468
N -0.40139 1.01406 -0.05595
N -1.64079 -0.88526 -0.02341
O -0.25964 -1.19166 -0.05925
*
```

Values from the calculation:
orbital gap	10.2075	eV
HOMO energy	-9.4	eV

---

Version B
Density functional theory data (ωB97M-V with the def2-TZVPD basis set) for a structure of composition C2H3N3O.

Structure (ORCA input):
```
! RIJCOSX wB97M-V def2-TZVPD def2/J DEFGRID3
* xyz 0 1
O 1.14774 -0.00790 1.72119
C 0.31542 -0.08064 0.72286
N 0.78288 0.50405 -0.37532
C -0.20248 0.32719 -1.29567
N -1.24306 -0.32768 -0.83414
N -0.89296 -0.58611 0.47744
H 1.75449 0.57446 0.81363
H -0.14569 0.68582 -2.31975
H -1.51634 -1.08918 1.08976
*
```

Values from the calculation:
orbital gap	10.2810	eV
HOMO energy	-9.5	eV

---

Most stable structure: version A